(1)
ORCA calculation (ωB97M-V/def2-TZVPD) on a molecular structure, C40H42N5O6P2Ta.

XYZ file:
```
96
Properties=species:S:1:pos:R:3:forces:R:3:mulliken_charge:R:1
Ta -0.222859 -0.182327 -0.546585 0.2729 -0.0709 0.0380 0.98
C 0.572517 -2.866743 2.864135 0.0144 -0.0001 0.0142 -1.24
C 0.924541 -2.013344 3.915296 -0.0024 -0.0178 -0.0082 -0.53
C 0.829236 -0.658241 3.733690 0.0125 0.0194 0.0114 -0.76
C 0.374226 -0.131365 2.516733 -0.0004 0.0372 0.0117 0.40
N 0.138443 -0.967150 1.466293 -0.1072 -0.0064 0.1081 0.49
C 0.210862 -2.310429 1.672597 -0.0132 0.0310 -0.0228 -0.07
N 0.147918 1.228456 2.501360 -0.0464 -0.0540 -0.0531 -0.53
C -0.763440 1.703318 1.728815 0.1277 0.0320 0.0712 0.44
N -1.376863 0.989868 0.705785 -0.0310 0.0496 0.0080 0.47
C -2.546172 1.655476 0.345516 -0.0605 0.0183 0.0233 0.04
N -3.491306 1.157265 -0.358287 0.0304 -0.0450 0.0166 -0.33
C -3.460431 -0.177297 -0.715811 -0.0117 0.0093 0.0129 0.02
C -4.698054 -0.781491 -0.960327 0.0116 0.0397 0.0239 -0.81
C -4.766865 -2.118887 -1.261838 0.0062 -0.0286 -0.0042 -0.43
C -3.585224 -2.859649 -1.349065 0.0125 -0.0097 0.0071 -0.97
C -2.398697 -2.209482 -1.158814 -0.0086 0.0132 -0.0081 0.19
N -2.315235 -0.891579 -0.837750 0.0059 0.0378 -0.0024 0.04
C -2.536945 2.970323 1.002787 0.0475 -0.0047 -0.0087 0.63
C -3.428897 4.022070 0.939317 -0.0141 0.0035 -0.0171 -0.10
C -3.147117 5.138203 1.719866 0.0224 -0.0017 0.0166 -0.79
C -2.028965 5.176575 2.552366 -0.0087 -0.0044 -0.0133 -0.70
C -1.153209 4.099458 2.639021 -0.0144 0.0205 0.0200 -0.68
C -1.423434 3.008130 1.839886 -0.0289 -0.0343 -0.0351 0.18
H 0.601787 -3.941599 2.967898 -0.0041 -0.0003 -0.0067 0.56
H 1.251043 -2.417288 4.864196 -0.0034 0.0057 0.0032 0.50
H 1.050361 0.047615 4.520721 0.0010 -0.0003 -0.0024 0.61
H -0.031852 -2.939315 0.826026 0.0059 -0.0128 -0.0074 0.73
H -5.576374 -0.157853 -0.883098 -0.0084 -0.0139 -0.0036 0.61
H -5.723903 -2.592036 -1.436055 -0.0017 0.0048 -0.0006 0.47
H -3.588981 -3.911912 -1.592032 -0.0076 0.0013 -0.0004 0.53
H -1.459702 -2.737869 -1.288520 -0.0025 0.0019 0.0005 0.10
H -4.306301 3.978299 0.307999 0.0008 0.0059 0.0032 0.56
H -3.809844 5.992302 1.689185 -0.0054 -0.0038 -0.0033 0.45
H -1.847166 6.060728 3.148016 0.0047 -0.0012 0.0013 0.46
H -0.296169 4.116259 3.297699 0.0026 0.0013 -0.0031 0.57
O 0.590188 -0.882297 -4.441264 -0.0010 -0.0216 0.0172 -0.58
C 0.817529 -0.990900 -3.280289 0.0554 0.0193 -0.1565 0.48
O -0.183506 -0.946153 -2.349432 -0.0202 0.0644 -0.0313 -0.47
C 2.184674 -1.179068 -2.660475 -0.0472 0.0078 0.0178 -0.52
P 1.943674 -1.744824 -0.943773 0.0304 -0.0554 -0.0222 2.44
C 1.671279 -3.531084 -1.057191 -0.0222 -0.0139 0.0120 0.63
C 2.151615 -4.371329 -0.050505 -0.0015 -0.0063 -0.0133 -0.59
C 1.901434 -5.733742 -0.102836 0.0085 -0.0036 0.0153 -0.89
C 1.168669 -6.269157 -1.153257 -0.0024 0.0077 -0.0079 -0.69
C 0.689816 -5.440278 -2.158195 -0.0070 -0.0014 -0.0061 -0.87
C 0.936418 -4.075963 -2.113718 0.0120 0.0099 0.0084 -0.76
C 3.487268 -1.493211 -0.061557 0.0380 0.0003 -0.0436 0.33
C 4.606756 -2.230277 -0.462611 -0.0097 -0.0003 0.0267 -0.59
C 5.823980 -2.029041 0.163011 0.0062 0.0107 0.0105 -0.80
C 5.930808 -1.099017 1.191865 0.0061 -0.0114 -0.0163 -0.60
C 4.824291 -0.364260 1.588844 -0.0142 0.0048 -0.0004 -1.04
C 3.601111 -0.554178 0.960305 -0.0220 0.0131 0.0258 -0.19
H 2.667844 -0.197101 -2.629493 0.0029 -0.0063 0.0158 -0.62
H 2.794472 -1.843902 -3.270632 0.0038 -0.0124 0.0083 0.81
H 2.736636 -3.964675 0.764996 0.0029 0.0051 0.0040 0.63
H 2.290844 -6.381135 0.671583 0.0018 0.0027 0.0006 0.48
H 0.982472 -7.333768 -1.195736 -0.0004 -0.0003 -0.0013 0.43
H 0.135996 -5.856512 -2.989001 0.0008 -0.0013 0.0001 0.52
H 0.564398 -3.457946 -2.921604 0.0065 0.0024 -0.0084 0.40
H 4.525636 -2.966240 -1.254319 0.0027 0.0037 0.0040 0.51
H 6.689104 -2.598167 -0.148958 0.0036 0.0042 0.0039 0.46
H 6.883153 -0.946307 1.681726 0.0015 -0.0030 0.0002 0.44
H 4.912489 0.364735 2.383333 -0.0015 -0.0015 0.0002 0.51
H 2.752109 0.047980 1.253428 0.0129 -0.0040 0.0139 0.46
C -0.152052 2.808392 -4.196796 -0.0004 0.0290 -0.0276 -1.74
C -1.128186 2.370063 -3.127004 -0.0355 0.0298 0.0138 1.05
C -2.053406 1.292576 -3.640034 -0.0057 -0.0080 0.0302 -1.67
C -1.878296 3.534800 -2.518267 0.0144 -0.0199 0.0382 -1.33
O -0.311229 1.707942 -1.977211 -0.0612 0.0493 -0.0672 -0.61
P 0.997389 2.386030 -1.285787 0.0295 0.0240 0.0030 0.30
O 0.785240 3.629392 -0.563480 -0.0395 -0.0189 -0.0059 -0.89
O 1.218089 1.081472 -0.366904 -0.1605 -0.0696 -0.0451 0.65
O 2.108994 2.293071 -2.361956 0.0236 -0.0318 0.0174 0.06
C 3.404243 3.078453 -2.353587 -0.0148 -0.0195 0.0022 1.44
C 4.216547 2.409302 -3.441116 0.0179 -0.0122 -0.0044 -1.59
C 3.083437 4.520286 -2.684858 0.0087 0.0248 0.0068 -1.65
C 4.041924 2.915623 -0.987044 0.0034 -0.0230 -0.0052 -1.43
H -0.740483 3.167514 -5.041711 -0.0012 -0.0099 -0.0023 0.59
H 0.467055 1.981591 -4.541167 0.0096 -0.0091 0.0025 0.29
H 0.478741 3.632070 -3.865890 -0.0023 -0.0093 0.0126 0.40
H -2.658376 1.729257 -4.435194 0.0100 0.0129 -0.0064 0.58
H -2.740498 0.962320 -2.863669 0.0009 -0.0223 0.0037 0.35
H -1.506951 0.447084 -4.052074 -0.0043 0.0021 0.0018 0.31
H -2.397707 4.059235 -3.320999 0.0051 0.0061 -0.0083 0.46
H -1.206758 4.236078 -2.024114 0.0008 0.0020 -0.0151 0.35
H -2.625275 3.187924 -1.807336 -0.0190 0.0197 -0.0122 0.24
H 3.688690 2.436144 -4.393892 -0.0049 0.0065 0.0012 0.36
H 4.439597 1.372535 -3.183259 -0.0049 -0.0003 0.0004 0.29
H 5.163621 2.935732 -3.558096 -0.0040 0.0042 -0.0025 0.47
H 2.612621 4.599193 -3.664716 0.0014 -0.0080 -0.0026 0.37
H 4.014055 5.087717 -2.716777 -0.0018 -0.0020 0.0040 0.52
H 2.436594 4.965023 -1.930379 -0.0060 0.0008 -0.0024 0.29
H 4.194221 1.858708 -0.757680 0.0040 0.0017 0.0102 0.22
H 3.437373 3.377084 -0.204777 -0.0074 0.0086 -0.0050 0.32
H 5.016520 3.403796 -0.988181 -0.0015 0.0065 -0.0040 0.57
```
Positions in Å, forces in eV/Å.

Calculated values
- energy above the lowest of the compared OMol25 structures with the same formula, charge and spin (kcal/mol) = 0.00
- calculated total energy (eV) = -82022.39282
- HOMO (eV) = -13.9
- net charge = +2
- LUMO (eV) = -6.7372

(2)
ORCA calculation (ωB97M-V/def2-TZVPD) on 3 unconnected molecules or ions with the total composition C16H29NO11.

XYZ file:
```
57
Properties=species:S:1:pos:R:3:forces:R:3:mulliken_charge:R:1
C 2.734259 -0.932952 1.017851 -0.3034 -0.6540 0.5860 -1.11
C 1.101510 -1.112600 0.955753 1.0054 -0.5971 -0.1707 0.35
O 0.549375 -0.057320 0.069403 0.3068 -1.9678 -0.4628 -0.29
C 0.658603 -2.630584 0.430987 1.4771 0.2983 0.9609 -0.61
O -0.770556 -2.550946 0.091501 2.8364 1.1091 -0.3432 0.19
N -1.466871 -3.586074 0.651084 -4.4796 -0.3919 0.9326 -0.30
C -2.518142 -3.918186 -0.414622 -0.1258 -1.3660 -1.4339 -0.68
C -2.188088 -2.928870 1.846688 2.5426 1.5246 4.4751 0.49
O -1.473120 -2.643418 2.944722 -4.9583 -1.5192 -6.9848 -0.56
O -3.615687 -2.627263 1.638454 3.7212 0.5803 0.8180 -0.28
C -3.961745 -1.257098 2.046143 -1.0913 1.9681 0.6596 -0.60
C -3.153525 -0.068847 1.257350 -0.4604 0.8956 0.1759 0.27
C -3.763350 0.308268 -0.227663 0.1684 0.7710 -0.0658 -0.38
O -2.740857 0.168078 -1.317082 -0.4789 -0.8334 1.8366 -0.56
H 3.144601 -1.617070 1.902001 -0.7773 1.4357 -1.9150 0.36
H 3.256606 -1.267985 0.016003 -1.1099 0.7898 1.9629 0.26
H 2.987007 0.184132 1.276174 -0.5170 -2.1882 -0.6512 0.19
H 0.699902 -0.951420 2.046307 0.4180 -0.1823 -2.2760 0.28
H 0.549325 -0.390270 -0.886393 0.2091 0.4984 1.9743 0.14
H 1.353678 -2.962736 -0.472484 -1.7753 0.8638 1.4401 0.29
H 0.813523 -3.461596 1.265288 -0.4334 2.0283 -1.6266 0.31
H -3.027161 -2.967405 -0.881897 0.8904 -1.8025 1.2522 0.19
H -3.298455 -4.706256 0.004072 1.6327 1.9518 -0.7161 0.29
H -1.965724 -4.462177 -1.321145 -0.9633 1.2088 2.1493 0.27
H -5.115419 -1.113513 1.774236 2.5620 -0.6351 0.5085 0.34
H -3.894008 -1.075879 3.223735 0.1859 -0.7429 -2.5966 0.29
H -1.995732 -0.231258 1.163915 -2.1829 0.0468 0.2204 -0.25
H -3.286392 0.916703 1.917831 0.2938 -2.2281 -1.2782 0.28
H -4.069628 1.461333 -0.259547 0.7521 -2.5314 0.1638 0.28
H -4.759208 -0.280153 -0.483173 2.2082 0.8304 0.4950 0.21
H -1.983824 -0.413255 -1.012274 -1.4694 0.9032 -0.1583 0.32
C 0.836000 1.610889 -3.560162 -0.3315 -0.2446 0.3369 -1.28
C 2.020267 0.688665 -3.766941 -0.6696 1.4102 0.2613 0.59
C 2.540911 0.691043 -5.172553 0.3569 0.7282 -0.4110 -0.54
O 3.111258 -0.599661 -5.291506 -0.3469 -0.9175 0.5424 -0.32
C 2.421118 -1.405100 -4.427926 0.1901 -2.5044 -0.0484 0.55
O 2.491436 -2.622220 -4.415311 -0.1400 2.6852 0.0249 -0.57
O 1.639691 -0.665902 -3.585461 0.5565 -0.9341 -0.5101 -0.24
H 1.091265 2.647029 -3.800355 0.0465 -0.1503 0.1070 0.41
H -0.016485 1.303356 -4.176617 0.2453 0.0107 -0.0564 0.34
H 0.498769 1.565966 -2.519364 0.1163 0.2143 -0.1090 0.15
H 2.811936 0.920012 -3.044283 0.0078 -0.0301 -0.1181 0.23
H 3.297037 1.464566 -5.335025 -0.0305 -0.2628 -0.0229 0.33
H 1.756348 0.794211 -5.930422 -0.0628 0.0568 0.1928 0.32
C 2.439412 2.972081 3.875497 0.4741 0.1012 -0.1341 -1.37
C 1.429605 3.575739 2.920704 0.6102 -0.2556 1.2030 0.45
C 0.191981 2.746059 2.757192 -0.6271 -0.2107 0.5877 -0.17
O -0.240756 3.092644 1.454127 0.6691 0.3467 -0.7448 -0.26
C 0.881481 3.453728 0.760587 -0.0297 0.1556 -2.5238 0.66
O 0.924960 3.607806 -0.448072 -0.0747 -0.2941 2.6603 -0.59
O 1.947240 3.613956 1.600394 -0.7126 -0.0643 -0.8784 -0.34
H 2.013744 2.840100 4.874411 -0.0122 0.0641 -0.1410 0.38
H 2.796860 2.002164 3.511057 -0.2321 0.1004 0.0204 0.27
H 3.319966 3.618308 3.953073 -0.1772 -0.0504 0.0775 0.36
H 1.188908 4.602200 3.222263 -0.0796 -0.0885 -0.0464 0.27
H -0.574729 2.991877 3.497591 0.0155 -0.0158 -0.2549 0.33
H 0.380881 1.667100 2.783887 0.1542 0.0856 0.0530 0.04
```
Positions in Å, forces in eV/Å.

Calculated values
- SMILES = C[C@@H](O)CON(C)C(=O)OCCCO.C[C@@H]1COC(=O)O1.C[C@@H]1COC(=O)O1
- energy above the lowest of the compared OMol25 structures with the same formula, charge and spin (kcal/mol) = 68.32
- calculated total energy (eV) = -41068.52556
- HOMO (eV) = -10.0
- net charge = 0
- LUMO (eV) = 0.4628